One molecule with the formula C7H8ClF3N2, computed with ωB97M-V with the def2-TZVPD basis set.

**Gap between HOMO and LUMO**: 0.3136 Ha
**Total charge**: 0
**SMILES**: NC/C(=N/C=C\C=C\Cl)C(F)(F)F
**E_LUMO**: -0.31 eV
**F_max**: 0.101 Eh/bohr
**Energy relative to the best compared isomer or geometry (same formula, charge and spin)**: 27.49 kcal/mol
**HOMO energy**: -8.840 eV

Bonds (Å) are listed after each position.
Element x y z (Å)
1 Cl -0.80487 2.15809 1.75139  C12 1.872
2 F 0.07483 -0.96190 -2.47607  C7 1.340
3 F -1.77713 -1.07414 -1.22813  C7 1.442
4 F -1.24019 0.75663 -2.17909  C7 1.337
5 N 0.85516 -1.01809 0.08610  C8 1.324, C9 1.265
6 N 2.03849 1.19424 -1.67940  C13 1.449, H15 1.023, H18 1.020
7 C -0.63223 -0.26840 -1.57398  F2 1.340, F3 1.442, F4 1.337, C8 1.518
8 C 0.28440 0.06804 -0.41199  N5 1.324, C7 1.518, C13 1.467
9 C 0.45747 -1.80189 0.99535  N5 1.265, C10 1.459, H17 1.124
10 C -0.73900 -1.63908 1.81355  C9 1.459, C11 1.335, H14 1.076
11 C -1.39500 -0.48067 1.91829  C10 1.335, C12 1.431, H20 1.105
12 C -1.28989 0.54773 0.92943  Cl1 1.872, C11 1.431, H16 1.151
13 C 1.04956 1.30168 -0.62581  N6 1.449, C8 1.467, H19 1.101, H21 1.097
14 H -0.87034 -2.48826 2.46122  C10 1.076
15 H 2.69301 1.97093 -1.55792  N6 1.023
16 H -2.17910 0.68117 0.21143  C12 1.151
17 H 1.09600 -2.70877 1.17967  C9 1.124
18 H 2.48902 0.28182 -1.60713  N6 1.020
19 H 0.26819 1.92908 -1.08158  C13 1.101
20 H -1.93600 -0.20425 2.84133  C11 1.105
21 H 1.55762 1.75603 0.23335  C13 1.097